Entry 1:
ORCA calculation (ωB97M-V with the def2-TZVPD basis set) on 2 unconnected molecules or ions with the total composition C3H9NO2 at a distorted geometry.

```
! wB97M-V def2-TZVPD RIJCOSX def2/J DEFGRID3
* xyz 1 2
O 0.1111 -0.5874 -1.1803
O -0.5062 -0.5628 -4.1953
N -0.8458 0.1895 0.6794
C 0.3028 -0.2990 -0.0289
C -0.8594 0.7013 2.0035
C 1.5898 -0.4455 0.7023
H 1.5285 -0.3848 1.7820
H -0.7204 0.3130 -4.5325
H -0.4835 -0.5219 -3.2410
H 2.0626 -1.3502 0.3383
H -1.7611 0.1974 0.2211
H -1.6851 1.3718 2.1542
H 0.0633 1.2142 2.2651
H 2.2631 0.2962 0.3396
H -1.0598 -0.1319 2.6927
*
```

Results
- relative energy (zero: lowest compared OMol25 entry of this formula, charge and spin) (kcal per mole) = 19.08
- expectation value of S² = 0.769
- maximum force (eV/Å) = 1.13

Entry 2:
ORCA calculation (ωB97M-V with the def2-TZVPD basis set) on a molecular structure, C23H14F3IrNO5.

```
! wB97M-V def2-TZVPD RIJCOSX def2/J DEFGRID3
* xyz 0 2
Ir -0.4391 2.3164 0.3763
F -1.0671 -7.6969 1.6067
F -1.8092 -7.3996 -0.4024
F 0.2659 -7.9138 -0.0732
O 5.0684 0.3589 -1.4280
O -0.1937 1.3542 2.1542
O 1.7100 4.0777 -2.5676
O 0.1772 3.6724 -0.9878
O 0.3772 -0.3799 3.4113
N 1.3133 1.4722 -0.2466
C -0.7976 -3.4296 -0.0651
C -1.1453 -4.7573 -0.1672
C -0.4011 -5.7280 0.4970
C 3.8260 0.6860 -1.0331
C -2.4696 3.0797 0.1253
C -2.6608 4.3054 -1.9433
C 0.3310 0.1854 2.3442
C 1.0632 -4.0466 1.3930
C 0.9452 -0.4860 1.1080
C 0.6909 -1.7224 0.8122
C -2.7194 3.1137 -1.2736
C -2.3357 5.4814 -1.2521
C 3.2606 1.8421 -1.5656
C 2.0063 2.1962 -1.1442
C 1.2742 3.4238 -1.6529
C -2.0995 5.4770 0.1046
C -0.7591 -7.1795 0.4024
C -2.1822 4.2788 0.8100
C 0.6994 -5.3638 1.2782
C 3.0931 -0.0838 -0.1362
C 0.3201 -3.0374 0.7184
C 1.8256 0.3286 0.2280
C -2.3526 1.8120 0.8661
H -2.2722 6.4131 -1.7995
H -2.7629 0.9123 0.4192
H 3.7767 2.4552 -2.2903
H -2.9318 2.1876 -1.7917
H -2.5310 1.8673 1.9357
H 3.4888 -1.0031 0.2754
H 5.3547 -0.4577 -1.0029
H 1.9035 -3.7569 2.0085
H 1.2629 -6.1273 1.7990
H -1.8519 6.3944 0.6201
H -1.9979 -5.0482 -0.7645
H -2.0437 4.2549 1.8834
H -2.8403 4.3419 -3.0092
H -1.3705 -2.6708 -0.5802
*
```

Results
- relative energy (zero: lowest compared OMol25 entry of this formula, charge and spin) (kcal per mole) = 19.68
- expectation value of S² = 0.797
- maximum force (eV/Å) = 0.91

Entry 3:
ORCA calculation (ωB97M-V with the def2-TZVPD basis set) on a molecular structure, C21H41IrN7OSi4.

```
! wB97M-V def2-TZVPD RIJCOSX def2/J DEFGRID3
* xyz 2 2
Ir 0.9624 0.6414 0.0296
Si -0.3029 2.0830 -1.1188
Si -0.4031 1.8330 -3.4993
Si -2.2105 3.2244 -0.2092
Si 2.0134 3.0550 -0.1394
O 2.9795 -5.3458 -0.9332
N 2.8679 -1.9830 -4.1643
N 2.3214 0.0434 -1.4985
N 4.0256 -1.0576 -2.3410
N 0.6266 -1.4721 -0.1085
N 3.3540 -4.5587 1.1684
N 1.8977 -0.5534 -2.6020
N 2.9363 -1.1681 -3.0617
C -0.6644 -3.2439 -1.0500
C 1.7945 4.1613 1.3549
C -0.4950 -1.9188 -0.6958
C 1.5034 4.1531 -1.5984
C 3.6148 -0.2919 -1.3456
C 1.1879 1.9930 -4.4748
C 1.5928 -2.3574 0.1804
C -0.0242 -0.6453 2.5189
C -3.5889 2.0860 -0.7697
C 3.8379 2.6443 -0.1446
C -1.2464 0.1703 -3.7079
C -2.3461 4.9124 -1.0002
C 1.5396 0.9799 2.7357
C -0.4784 0.4950 1.7309
C -2.2317 3.5133 1.6386
C 0.3633 -4.1397 -0.8139
C 2.6787 -4.6331 -0.0061
C 0.4474 1.5424 1.9577
C -1.5349 3.1776 -4.1463
C 1.5072 -3.6923 -0.1646
C 1.2173 -0.3360 3.0690
H 0.2998 -5.1740 -1.1264
H -1.5138 0.6476 1.4589
H 4.0724 1.9651 0.6755
H -0.5566 -1.5787 2.6242
H 2.0936 1.6084 -4.0101
H 4.3742 3.5749 0.0614
H -2.5721 3.0330 -3.8399
H -1.4705 0.0071 -4.7650
H -0.6293 -0.6608 -3.3677
H 2.1456 5.0347 -1.4969
H -3.1377 4.1027 1.8120
H -1.5106 3.1214 -5.2387
H -2.1987 0.1478 -3.1711
H 1.0262 1.4554 -5.4141
H -2.2950 2.6261 2.2671
H -1.5829 -3.5540 -1.5279
H 1.7013 3.7303 -2.5827
H -1.3937 4.1214 1.9805
H -1.5817 5.5979 -0.6289
H 2.4254 1.5161 3.0415
H -1.2195 4.1859 -3.8747
H 2.4755 -1.9666 0.6722
H 1.3637 3.0366 -4.7414
H 3.8130 -2.1394 -4.5005
H -4.5238 2.4468 -0.3333
H -3.4620 1.0491 -0.4503
H 4.1060 -5.2193 1.2986
H 2.3002 -1.5376 -4.8776
H 0.4746 4.5246 -1.5515
H -3.3127 5.3214 -0.6915
H 0.2015 2.5866 1.9185
H 4.2236 2.2469 -1.0815
H 4.2473 0.0162 -0.5343
H 1.8254 -0.9926 3.6723
H -2.3226 4.9145 -2.0863
H 2.0843 3.6906 2.2924
H -3.7034 2.0916 -1.8549
H 0.7996 4.5960 1.4628
H -1.2619 -1.1842 -0.8893
H 2.4822 4.9990 1.2030
H 2.9077 -4.2054 1.9969
*
```

Results
- relative energy (zero: lowest compared OMol25 entry of this formula, charge and spin) (kcal per mole) = 20.76
- expectation value of S² = 0.774
- maximum force (eV/Å) = 0.89